The following is a quantum chemistry calculation of one molecule with the formula C4H4N2, from the Open Molecules 2025 dataset.

charge	0
E_LUMO	0.8	eV
HOMO	-0.3573	Eh
structure (SMILES)	c1cncnc1

Element x y z (Å)
N  -1.4667  0.4235  0.0436
N  -0.1348  -1.4139  -0.0480
C  1.0037  -0.7122  0.0923
C  -0.4161  1.1525  -0.0277
C  -1.2486  -0.8029  -0.0585
C  0.9649  0.6614  -0.0731
H  -0.5627  2.2349  0.1940
H  -1.9953  -1.4437  -0.0361
H  2.0242  -1.2835  0.1441
H  1.8314  1.1839  -0.2307

Cartesian forces, eV/Å:
-1.8 4.2 0.2
4.0 -2.0 0.9
1.4 -0.5 -1.6
3.9 3.1 0.9
1.3 -2.2 -0.1
-4.3 -1.9 0.6
0.1 -0.7 -0.8
-4.1 -2.7 -0.3
-2.2 1.0 0.1
1.7 1.8 0.0

The following is a quantum chemistry calculation of C9H13Br2O3SSr as an isolated structure, from the Open Molecules 2025 dataset.

charge	+1
E_LUMO	-3.3	eV
HOMO	-0.4892	Eh

Element x y z (Å)
Sr  -0.6361  0.0280  0.3515
Br  2.3590  0.6258  1.3272
Br  0.0781  2.6776  2.0740
S  -1.2631  -1.7659  2.4064
O  -0.0997  -1.3079  3.1452
O  -2.1789  -0.6247  2.1371
O  -0.8599  -2.2824  1.0729
C  -2.1306  -3.0017  3.2889
C  0.3511  1.4439  -2.3950
C  -0.7015  0.5435  -2.5754
C  1.8346  -0.4441  -2.0580
C  1.4497  1.5157  2.7784
C  0.7799  -1.3315  -2.2442
C  0.1392  2.9302  -2.5186
C  -0.4909  -0.8324  -2.5108
C  1.6207  0.9278  -2.1315
H  -2.6055  -2.5207  4.1403
H  -1.4097  -3.7490  3.6118
H  0.9484  -2.3982  -2.1862
H  0.9746  0.7524  3.3866
H  0.8039  3.4771  -1.8511
H  2.8286  -0.8266  -1.8641
H  2.1639  2.1155  3.3269
H  0.3546  3.2512  -3.5389
H  -1.6891  0.9243  -2.8159
H  -0.8913  3.2085  -2.3001
H  -1.3150  -1.5154  -2.6789
H  -2.8663  -3.4294  2.6128
H  2.4515  1.6085  -1.9913

Cartesian forces, eV/Å:
0.4 0.2 -0.6
0.1 -0.1 0.1
-0.2 0.1 0.1
0.2 0.5 -0.1
-0.1 -0.1 0.2
-0.1 -0.1 0.1
0.0 -0.3 0.1
0.0 0.0 -0.1
0.0 0.2 0.1
-0.1 0.0 -0.1
0.0 0.0 0.0
0.0 -0.1 0.1
0.0 0.0 0.1
0.0 -0.1 0.0
-0.1 -0.1 0.0
0.0 -0.1 0.0
0.0 0.0 0.0
0.0 0.0 0.0
0.0 0.0 0.0
0.0 0.0 0.0
0.0 0.0 0.0
0.0 0.0 0.0
0.0 0.0 -0.1
0.0 0.0 0.0
0.0 0.0 0.0
0.0 0.0 0.0
0.0 0.0 0.0
0.0 0.0 0.1
0.0 0.0 0.0

The following is a quantum chemistry calculation of one molecule with the formula CH4N2O2, from the Open Molecules 2025 dataset.

charge	0
E_LUMO	0.2	eV
HOMO	-0.3537	Eh
structure (SMILES)	[H]/N=[N+](/[O-])OC

Element x y z (Å)
O  -0.7181  -1.6526  0.9168
O  0.4289  0.3766  -0.1494
N  1.1229  -0.4146  1.8130
N  0.3409  -0.3792  0.9016
C  -0.5389  0.5143  -1.1638
H  -0.0963  0.7115  -2.1328
H  -1.3501  1.1691  -0.9844
H  1.9235  0.2288  1.9221
H  -1.1127  -0.5539  -1.1230

Cartesian forces, eV/Å:
2.8 4.4 -0.7
2.4 2.8 -0.4
0.6 0.2 1.1
-4.0 -6.1 0.6
-2.8 -5.1 0.0
0.6 -0.1 0.3
-0.3 1.3 0.8
-0.7 0.3 -1.1
1.4 2.3 -0.6

Computed energy above the lowest of the compared OMol25 structures with the same formula, charge and spin, in the same sequence as the records: 1.227; 0.129; 6.920 eV.
Computed largest force on an atom, in the same sequence as the records: 5.1; 0.7; 7.3 eV Å⁻¹.